1) {"formula": "C2H4NP", "method": "wB97M-V/def2-TZVPD", "gap_ev": 7.7623, "mol_weight_g_mol": 73.0, "smiles": "PN1C=C1", "species": ["P", "N", "C", "C", "H", "H", "H", "H"], "xyz": [[-1.58527, -0.07956, 0.13167], [0.14368, -0.01780, 0.02070], [1.09842, 0.81378, 0.11998], [1.28226, -0.95170, -0.03161], [-1.67319, -1.13799, -0.77219], [-1.79881, 0.88872, -0.85516], [1.13197, 1.84613, 0.39158], [1.40095, -1.36157, 0.99502]], "nbo_charge": [0.534, -0.600, 0.109, -0.303, -0.018, -0.023, 0.201, 0.101]}

2) {"formula": "C2H4NP", "method": "wB97M-V/def2-TZVPD", "gap_ev": [8.3405, 8.3421], "mol_weight_g_mol": 73.0, "species": ["C", "C", "N", "P", "H", "H", "H", "H"], "xyz": [[0.51299, 0.64792, -0.14516], [0.12699, -0.88359, 0.02562], [-1.56232, 0.97785, 0.07002], [-1.76642, -0.56436, -0.06217], [1.13321, 1.26872, 0.57460], [0.43865, 1.27367, -0.94582], [0.73418, -1.59852, -0.57923], [0.38273, -1.12169, 1.06213]], "nbo_charge": [-0.112, -0.808, -0.896, 0.951, 0.202, 0.198, 0.230, 0.235]}

Which of them is the most stable? Correct choice: 2).

1) {"formula": "C2H4N2OS", "method": "wB97M-V/def2-TZVPD", "gap_ev": 8.8127, "mol_weight_g_mol": 104.1, "smiles": "[H]/N=C(\\N)C(O)=S", "species": ["H", "N", "C", "N", "C", "O", "S", "H", "H", "H"], "xyz": [[0.68231, -2.23867, -1.05431], [-0.09004, -1.42142, -0.92843], [0.24422, -0.42903, -0.09648], [1.27877, -0.32643, 0.81552], [-0.77304, 0.71007, -0.04838], [-1.79363, 0.52040, -0.89678], [-0.69321, 2.18769, 0.72706], [1.41096, 0.55980, 1.27352], [2.08199, -0.94483, 0.79994], [-2.34833, 1.38242, -0.59165]], "nbo_charge": [0.344, -0.648, 0.329, -0.806, 0.212, -0.606, -0.141, 0.412, 0.402, 0.502]}

2) {"formula": "C2H4N2OS", "method": "wB97M-V/def2-TZVPD", "gap_ev": [8.3412, 8.3425], "mol_weight_g_mol": 104.1, "smiles": "[S-][N+]1=NOCC1", "species": ["S", "N", "N", "O", "C", "C", "H", "H", "H", "H"], "xyz": [[-2.58138, -0.90162, -0.05984], [-1.22227, -0.01932, 0.01255], [-1.10669, 1.21122, 0.05999], [0.22420, 1.63200, -0.05987], [1.04257, 0.47094, -0.07251], [0.05752, -0.70686, 0.01767], [1.55873, 0.54036, 0.87203], [1.57213, 0.63320, -1.01585], [0.27807, -1.41869, -0.71543], [0.17712, -1.44122, 0.96125]], "nbo_charge": [-0.092, -0.216, 0.149, -0.333, -0.132, -0.282, 0.207, 0.215, 0.241, 0.241]}

3) {"formula": "C2H4N2OS", "method": "wB97M-V/def2-TZVPD", "gap_ev": 9.8043, "mol_weight_g_mol": 104.1, "smiles": "[H]/N=C\\NOC=S", "species": ["H", "N", "C", "N", "O", "C", "S", "H", "H", "H"], "xyz": [[-2.08374, -1.66914, 0.17753], [-2.39552, -0.77213, -0.18124], [-1.47235, 0.08159, -0.05424], [-0.20652, -0.10041, 0.51106], [0.65479, 0.95281, 0.10046], [1.93238, 0.63186, -0.10489], [2.62499, -0.81070, -0.02419], [-1.64822, 1.09492, -0.44285], [0.19860, -1.00495, 0.27898], [2.39558, 1.59615, -0.26063]], "nbo_charge": [0.324, -0.635, 0.257, -0.347, -0.325, 0.026, -0.064, 0.175, 0.388, 0.201]}

Which of them is the most stable? Correct choice: 1).

1) {"formula": "C9H26F3O9V", "method": "wB97M-V/def2-TZVPD", "gap_ev": 8.8900, "mol_weight_g_mol": 386.2, "species": ["O", "V", "O", "C", "O", "O", "C", "F", "F", "F", "C", "C", "H", "H", "H", "H", "H", "H", "C", "O", "H", "H", "H", "H", "C", "O", "H", "H", "H", "H", "C", "O", "H", "H", "H", "H", "C", "O", "H", "H", "H", "H", "C", "O", "H", "H", "H", "H"], "xyz": [[1.76483, 0.62889, 0.23068], [0.44601, -0.20442, -0.16613], [-0.12597, -0.97075, 1.09753], [-0.71506, 0.02847, -2.84479], [0.47191, 0.62180, -2.34561], [-1.16087, -0.75644, -1.75772], [-1.61457, 1.07993, -3.54773], [-2.82121, 0.52540, -3.76498], [-1.80136, 2.15481, -2.78567], [-1.18557, 1.50138, -4.72713], [1.36661, 1.24465, -3.28198], [2.64875, 1.69712, -2.57506], [3.13198, 0.82516, -2.13430], [3.32067, 2.21184, -3.26185], [2.45330, 2.36044, -1.73250], [0.88684, 2.11376, -3.73207], [1.57856, 0.60386, -4.13787], [-0.43521, -0.63046, -3.66674], [2.38217, -2.70995, 0.34493], [1.62748, -2.09172, -0.65848], [2.24533, -2.27388, 1.33448], [2.09843, -3.76187, 0.37749], [3.43434, -2.54785, 0.11090], [2.06048, -2.46480, -1.42979], [-2.01227, 1.82555, 0.60138], [-0.61002, 1.69854, 0.31878], [-2.22808, 1.99433, 1.65638], [-2.43121, 2.67152, 0.05647], [-2.47768, 0.86133, 0.39696], [-0.35079, 2.53171, -0.08150], [1.42191, 2.85968, 3.27207], [0.86797, 2.57898, 4.57928], [1.05258, 2.15890, 2.52333], [1.17071, 3.87139, 2.95357], [2.50870, 2.78190, 3.24163], [0.95055, 3.40750, 5.05712], [-4.19102, -2.20637, -0.73164], [-3.06439, -1.68946, -0.01836], [-4.90256, -1.41997, -0.98340], [-3.93398, -2.83109, -1.58706], [-4.67211, -2.84245, 0.01137], [-2.45552, -1.37828, -0.69218], [0.31758, -2.92236, 3.93627], [1.61611, -2.43077, 4.14049], [0.22602, -3.63834, 3.11952], [-0.01852, -3.30010, 4.90190], [-0.39601, -2.13112, 3.70642], [1.55392, -1.63630, 4.67579]], "nbo_charge": [-0.550, 1.436, -0.460, 0.320, -0.575, -0.855, 0.924, -0.321, -0.330, -0.317, -0.064, -0.626, 0.217, 0.219, 0.223, 0.180, 0.178, 0.138, -0.261, -0.694, 0.231, 0.181, 0.173, 0.499, -0.264, -0.691, 0.186, 0.183, 0.227, 0.504, -0.260, -0.721, 0.200, 0.155, 0.165, 0.461, -0.251, -0.753, 0.156, 0.165, 0.171, 0.501, -0.249, -0.732, 0.182, 0.155, 0.176, 0.471]}

2) {"formula": "C9H26F3O9V", "method": "wB97M-V/def2-TZVPD", "gap_ev": 8.3439, "mol_weight_g_mol": 386.2, "species": ["O", "V", "O", "C", "O", "O", "C", "F", "F", "F", "C", "C", "H", "H", "H", "H", "H", "H", "C", "O", "H", "H", "H", "H", "C", "O", "H", "H", "H", "H", "C", "O", "H", "H", "H", "H", "C", "O", "H", "H", "H", "H", "C", "O", "H", "H", "H", "H"], "xyz": [[-0.89746, -0.98688, 0.34121], [-0.66109, 0.27940, -0.55826], [-0.05973, 1.39220, 0.36678], [2.34285, -0.69801, -1.33519], [2.13781, -0.28157, -0.01018], [1.10483, -0.36398, -1.96021], [3.71588, -0.24479, -1.88980], [3.87396, -0.58463, -3.14829], [3.88804, 1.10757, -1.88430], [4.75795, -0.71723, -1.18506], [2.77948, -0.94963, 1.03485], [2.06683, -0.42316, 2.30068], [2.60221, -0.83566, 3.15586], [2.03690, 0.66166, 2.40249], [1.10032, -0.83223, 2.59496], [3.84074, -0.70228, 1.00925], [2.81496, -2.03581, 0.95087], [2.45988, -1.78169, -1.34140], [-3.04067, -0.84267, -3.08852], [-2.00001, -1.05868, -2.14573], [-3.23225, 0.22963, -3.12808], [-2.72181, -1.19925, -4.06795], [-3.95940, -1.29172, -2.71118], [-1.63900, -1.93229, -2.31331], [0.07594, 2.64135, -2.88341], [-0.98002, 2.09935, -2.05958], [-0.16560, 3.60232, -3.33762], [1.05915, 2.70543, -2.41727], [0.20306, 1.90796, -3.67970], [-1.85314, 2.33165, -2.38410], [-3.04603, 1.03835, 1.45657], [-2.85105, 0.93141, 0.04134], [-3.54639, 0.10657, 1.72022], [-2.16515, 1.12247, 2.09302], [-3.76896, 1.82544, 1.67095], [-3.68836, 1.12697, -0.38560], [0.59348, -4.28555, 0.77781], [0.31600, -5.36092, 1.62845], [1.63388, -3.96053, 0.78351], [0.36445, -4.71455, -0.19771], [-0.07926, -3.44201, 0.93254], [0.71863, -6.17182, 1.30920], [-1.00841, 3.42820, 3.24759], [-1.65909, 3.62946, 4.50681], [-0.62178, 2.42621, 3.06155], [-1.69016, 3.78479, 2.47549], [-0.09800, 3.99917, 3.06527], [-1.05444, 3.31995, 5.18521]], "mulliken_charge": [-0.413, 1.222, -0.477, 0.307, -0.200, -0.829, 0.750, -0.267, -0.294, -0.261, -0.327, -1.186, 0.495, 0.244, 0.243, 0.322, 0.183, 0.103, -0.721, -0.302, 0.185, 0.341, 0.280, 0.240, -0.698, -0.190, 0.327, 0.215, 0.276, 0.208, -0.607, -0.260, 0.346, 0.090, 0.340, 0.265, -0.257, -0.554, 0.181, 0.266, 0.082, 0.306, -0.311, -0.539, 0.010, 0.212, 0.366, 0.292]}

Which of them is the most stable? Correct choice: 1).

1) {"formula": "C8H13NO", "method": "wB97M-V/def2-TZVPD", "gap_ev": 9.8379, "mol_weight_g_mol": 139.2, "smiles": "CC#CC(C)C.CN=C=O", "species": ["C", "C", "C", "C", "C", "C", "H", "H", "H", "H", "H", "H", "H", "H", "H", "H", "C", "N", "C", "O", "H", "H", "H"], "xyz": [[-1.18337, -2.37819, -0.45671], [-0.05463, -1.40846, -0.37444], [0.97480, -0.81095, -0.22821], [2.06835, 0.19806, -0.03892], [2.51845, 0.17156, 1.46403], [1.48839, 1.59570, -0.31892], [-1.94360, -1.96560, 0.15786], [-0.93143, -3.30997, 0.05953], [-1.45960, -2.56510, -1.49426], [2.73668, -0.22336, -0.83784], [1.88745, 0.82687, 1.93220], [3.52303, 0.59174, 1.57531], [2.58594, -0.83155, 1.84936], [2.16071, 2.34575, 0.14903], [1.64808, 1.81847, -1.39470], [0.56110, 1.71284, 0.20428], [-2.83050, 0.90450, -1.09280], [-1.82903, 0.80091, -0.00486], [-1.60087, 0.16215, 0.97427], [-1.33742, -0.36474, 1.96568], [-2.69279, 1.97690, -1.33101], [-2.54530, 0.30468, -2.06735], [-3.74445, 0.44781, -0.69153]], "nbo_charge": [-0.671, -0.040, -0.011, -0.279, -0.585, -0.607, 0.220, 0.238, 0.229, 0.231, 0.206, 0.203, 0.218, 0.199, 0.221, 0.228, -0.414, -0.569, 0.862, -0.530, 0.230, 0.207, 0.213]}

2) {"formula": "C8H13NO", "method": "wB97M-V/def2-TZVPD", "gap_ev": 9.8839, "mol_weight_g_mol": 139.2, "species": ["C", "C", "C", "C", "C", "C", "C", "N", "C", "H", "H", "H", "H", "H", "H", "H", "H", "H", "H", "H", "O", "H", "H"], "xyz": [[1.27362, -1.10795, 2.50882], [1.23195, -0.05028, 1.41485], [1.98618, -0.43465, 0.11987], [1.18994, 0.24244, -0.96387], [-0.00084, 0.66741, -0.52064], [-1.08135, 1.30774, -1.33577], [-2.30282, 0.42424, -1.48077], [-2.25563, -0.80113, -1.93140], [-0.18943, 0.32147, 0.93901], [0.82330, -2.04845, 2.15502], [2.30807, -1.32177, 2.81555], [0.71746, -0.77993, 3.39944], [1.69812, 0.87032, 1.80200], [3.04208, -0.12725, 0.14043], [1.98072, -1.52898, -0.03460], [1.52151, 0.31465, -2.00234], [-1.42940, 2.24671, -0.88122], [-0.71328, 1.54149, -2.34680], [-0.88310, -0.53266, 1.04117], [-0.62618, 1.15065, 1.51618], [-3.33530, 0.98924, -2.06991], [-1.42298, -1.29306, -1.61688], [-3.53262, -0.05025, -2.66817]], "nbo_charge": [-0.601, -0.202, -0.435, -0.176, 0.006, -0.500, 0.583, -0.768, -0.442, 0.202, 0.211, 0.211, 0.199, 0.214, 0.204, 0.209, 0.234, 0.252, 0.208, 0.213, -0.685, 0.355, 0.507]}

Which of them is the most stable? Correct choice: 2).